DFT (ωB97M-V/def2-TZVPD) results for a structure of composition C12H18ClCoIN2OPS in a non-equilibrium geometry.

2S+1: 5
E_LUMO (spin up / spin down) (eV): -8.550 / -10.083
Maximum force (eV Å⁻¹): 5.04
Charge: +2
Relative energy (zero: lowest compared OMol25 entry of this formula, charge and spin) (kJ/mol): 0.0

Last column: Löwdin charge in e.
CARTESIAN COORDINATES (ANGSTROEM)
C 0.360 -1.871 -0.821  -0.024
I 0.274 2.388 -0.596  0.976
H -0.504 -2.523 -1.057  0.072
H 0.686 -2.180 0.179  0.069
H 1.098 -2.070 -1.615  0.087
Co -0.981 -0.151 -0.838  -0.021
P -0.659 0.206 -2.941  0.681
C 0.953 0.695 -3.660  -0.226
C -1.161 -1.310 -3.819  -0.208
H -2.778 1.329 -2.901  0.039
H -1.997 1.425 -4.524  0.073
H -1.432 2.485 -3.167  0.027
C -1.838 1.502 -3.440  -0.238
H -2.087 -1.673 -3.351  0.048
H -1.330 -1.071 -4.878  0.076
H 0.823 0.846 -4.744  0.079
H 1.700 -0.092 -3.475  0.064
H -0.372 -2.068 -3.716  0.059
H 1.295 1.631 -3.188  0.011
C 0.860 -0.011 -0.589  -0.699
O 2.046 -0.071 -0.484  0.044
Cl -3.099 -0.594 -0.647  0.182
N -1.860 -2.061 1.984  0.177
C -0.923 -1.249 2.513  -0.601
N -0.161 -0.362 1.907  0.105
C 0.716 0.286 2.793  -0.209
C 1.663 1.288 2.528  -0.017
C 2.223 2.029 3.563  0.003
C 1.971 1.687 4.899  0.035
C 1.145 0.588 5.193  -0.018
C 0.521 -0.105 4.154  -0.390
S -0.635 -1.436 4.258  1.167
H -2.383 -2.598 2.663  0.125
H -2.304 -1.836 1.090  -0.001
H 1.932 1.504 1.494  0.040
H 2.868 2.885 3.325  0.141
H 2.421 2.275 5.698  0.143
H 0.950 0.283 6.209  0.128


DFT (ωB97M-V/def2-TZVPD) results for the molecule C5H12N2O2 in a non-equilibrium geometry.

E_LUMO (eV): 0.710
Maximum force (eV Å⁻¹): 2.18
Relative energy (zero: lowest compared OMol25 entry of this formula, charge and spin) (kJ/mol): 484.4

Last column: Löwdin charge in e.
CARTESIAN COORDINATES (ANGSTROEM)
C -0.146 2.371 0.457  0.003
N -0.958 0.007 -0.105  -0.049
C -0.935 1.168 0.882  -0.444
N -1.328 0.391 -1.433  0.089
O -1.764 1.149 1.754  0.105
H -1.627 -0.643 0.310  0.154
H -2.262 0.051 -1.644  0.096
H -0.656 -0.086 -2.044  0.075
H 0.709 2.111 -0.160  0.064
H -0.804 3.039 -0.102  0.094
H 0.199 2.873 1.360  0.097
C 0.369 -2.333 0.299  -0.053
C 0.597 -0.872 -0.004  -0.420
C 1.459 -0.512 -0.999  -0.065
O 0.809 -0.192 1.544  -0.130
H 1.617 0.332 1.464  0.060
H -0.199 -2.452 1.223  0.081
H 1.326 -2.833 0.447  0.091
H -0.141 -2.830 -0.531  0.084
H 2.087 -1.260 -1.460  0.042
H 1.646 0.522 -1.259  0.027


DFT (ωB97M-V/def2-TZVPD) results for a cluster of 2 separate species, C3H7N3S in total in a non-equilibrium geometry.

E_LUMO (spin up / spin down) (eV): -10.151 / -10.152
Maximum force (eV Å⁻¹): 5.72
Charge: +2
Relative energy (zero: lowest compared OMol25 entry of this formula, charge and spin) (kJ/mol): 432.9

Last column: Löwdin charge in e.
CARTESIAN COORDINATES (ANGSTROEM)
C -0.213 0.591 -0.734  -0.251
C 0.490 -0.348 1.142  -0.401
C 1.008 1.476 -0.439  -0.201
N -0.554 -0.191 0.355  0.087
N -0.931 0.757 -1.828  0.299
N 0.260 -2.092 2.523  0.225
S 1.805 0.610 1.052  1.208
H 1.657 1.485 -1.349  0.141
H 0.716 2.519 -0.214  0.141
H -1.398 -0.876 0.350  0.243
H -0.581 1.452 -2.468  0.163
H -1.926 0.430 -1.946  0.207
H 0.432 -1.738 3.504  0.080
H -0.786 -2.144 2.314  0.060


DFT (ωB97M-V/def2-TZVPD) results for a structure of composition C22H33BF4N7Tl.

E_LUMO (eV): -6.667
Maximum force (eV Å⁻¹): 0.11
Charge: +2
Relative energy (zero: lowest compared OMol25 entry of this formula, charge and spin) (kJ/mol): 0.0

Last column: Löwdin charge in e.
CARTESIAN COORDINATES (ANGSTROEM)
Tl -0.953 0.112 1.125  1.199
C -2.291 0.769 -4.164  -0.010
N -1.440 0.392 -3.036  -0.114
C -0.119 -0.094 -3.405  0.002
C -1.785 0.645 -1.768  -0.381
N -0.862 0.929 -0.823  -0.001
C 0.315 1.703 -1.104  -0.224
C 0.138 2.782 -1.933  -0.020
C 1.199 3.615 -2.315  -0.038
C 2.438 3.376 -1.809  -0.011
C 2.660 2.317 -0.895  -0.138
C 3.965 2.179 -0.363  -0.011
C 4.246 1.228 0.566  -0.038
C 3.225 0.358 0.976  -0.020
C 1.963 0.408 0.441  -0.226
N 1.034 -0.571 0.929  -0.001
C 1.387 -1.854 1.166  -0.379
N 2.260 -2.501 0.386  -0.113
C 2.518 -2.113 -0.993  0.002
C 3.173 -3.513 0.918  -0.010
N 0.809 -2.506 2.187  -0.120
C 0.515 -3.940 2.137  -0.003
C 0.372 -1.825 3.401  -0.022
C 1.604 1.429 -0.515  -0.036
N -3.076 0.577 -1.411  -0.118
C -3.627 1.369 -0.317  -0.021
C -4.018 -0.350 -2.042  -0.003
H -1.686 1.340 -4.869  0.107
H -3.113 1.393 -3.828  0.098
H -2.686 -0.109 -4.676  0.105
H -0.237 -0.853 -4.177  0.111
H 0.362 -0.541 -2.542  0.071
H 0.511 0.712 -3.788  0.107
H -0.857 2.992 -2.306  0.129
H 1.020 4.442 -2.988  0.122
H 3.276 4.007 -2.074  0.127
H 4.729 2.869 -0.697  0.127
H 5.234 1.142 0.998  0.122
H 3.437 -0.384 1.736  0.129
H 1.681 -1.539 -1.376  0.072
H 2.627 -3.019 -1.588  0.111
H 3.429 -1.518 -1.078  0.107
H 3.130 -3.530 2.003  0.097
H 4.187 -3.249 0.616  0.107
H 2.940 -4.504 0.528  0.105
H 0.610 -4.301 1.117  0.105
H -0.514 -4.085 2.461  0.097
H 1.178 -4.507 2.791  0.105
H 0.833 -0.842 3.470  0.091
H 0.693 -2.410 4.263  0.115
H -0.719 -1.750 3.454  0.082
H -2.953 2.185 -0.064  0.091
H -3.839 0.752 0.561  0.082
H -4.574 1.801 -0.642  0.115
H -3.478 -1.082 -2.635  0.104
H -4.734 0.178 -2.672  0.105
H -4.556 -0.875 -1.253  0.096
C -1.211 3.684 4.438  0.009
C -1.114 2.636 3.443  -0.123
N -1.038 1.807 2.657  0.164
H -0.907 3.288 5.407  0.113
H -2.243 4.030 4.494  0.113
H -0.560 4.510 4.157  0.112
F -2.748 -3.043 2.298  0.232
B -2.975 -2.024 1.453  -1.152
F -1.937 -1.936 0.437  0.057
F -4.196 -1.878 0.912  0.230
F -2.652 -0.712 2.219  -0.039


DFT (ωB97M-V/def2-TZVPD) results for a structure of composition C43H29N10O4Pt in a non-equilibrium geometry.

2S+1: 5
E_LUMO (spin up / spin down) (eV): 1.513 / 0.105
Maximum force (eV Å⁻¹): 1.76
Charge: -1
Relative energy (zero: lowest compared OMol25 entry of this formula, charge and spin) (kJ/mol): 47.3

Last column: Löwdin charge in e.
CARTESIAN COORDINATES (ANGSTROEM)
Pt 0.471 -0.029 0.616  1.581
C -1.419 6.178 1.476  -0.098
C -1.732 5.747 2.767  -0.097
C -1.629 4.417 3.125  -0.018
C -1.188 3.518 2.166  -0.106
C -0.942 2.098 2.202  -0.309
N -1.292 1.291 3.185  0.182
C -1.039 -0.006 3.199  -0.271
C -1.589 -0.929 4.156  -0.101
C -2.516 -0.776 5.178  -0.018
C -2.883 -1.901 5.893  -0.097
C -2.339 -3.155 5.601  -0.095
C -1.402 -3.317 4.596  -0.016
C -1.022 -2.196 3.869  -0.097
C -0.130 -2.008 2.753  -0.270
N 0.649 -2.944 2.248  0.201
C 1.314 -2.837 1.116  -0.276
N 1.208 -1.836 0.201  -0.046
C 1.915 -2.130 -0.924  -0.275
N 1.953 -1.425 -2.036  0.198
C 1.398 -0.239 -2.196  -0.276
N 0.979 0.613 -1.209  -0.016
C 0.417 1.728 -1.765  -0.308
N -0.087 2.772 -1.134  0.185
C -0.388 2.797 0.148  -0.312
N -0.402 1.733 1.002  -0.020
C -0.852 3.958 0.862  -0.103
C -0.982 5.293 0.509  -0.017
C 0.516 1.624 -3.195  -0.124
C 0.067 2.440 -4.224  -0.023
C 0.280 2.021 -5.524  -0.093
C 0.929 0.815 -5.797  -0.090
C 1.371 -0.012 -4.781  -0.012
C 1.154 0.388 -3.469  -0.100
C 2.537 -3.419 -0.735  -0.089
C 3.296 -4.230 -1.565  -0.015
C 3.721 -5.452 -1.074  -0.095
C 3.397 -5.864 0.218  -0.095
C 2.617 -5.077 1.046  -0.016
C 2.178 -3.854 0.564  -0.089
N -0.184 -0.692 2.386  -0.014
H -1.517 7.226 1.233  0.093
H -2.061 6.472 3.498  0.093
H -1.868 4.074 4.120  0.109
H -2.946 0.192 5.387  0.109
H -3.615 -1.816 6.685  0.093
H -2.671 -4.015 6.169  0.094
H -0.989 -4.286 4.360  0.109
H -0.741 5.622 -0.490  0.109
H -0.450 3.361 -4.004  0.111
H -0.066 2.636 -6.343  0.096
H 1.074 0.527 -6.829  0.095
H 1.859 -0.952 -4.989  0.109
H 3.529 -3.921 -2.573  0.109
H 4.301 -6.112 -1.704  0.094
H 3.742 -6.828 0.566  0.094
H 2.337 -5.401 2.037  0.109
C 4.397 1.007 1.998  -0.063
C 2.924 1.400 1.750  -0.722
C 2.895 2.488 0.655  -0.040
C 2.357 1.982 3.070  -0.025
N 2.261 0.213 1.415  0.012
H 4.956 1.862 2.370  0.075
H 4.844 0.655 1.075  0.074
H 4.447 0.199 2.720  0.073
H 3.545 3.314 0.936  0.082
H 1.893 2.877 0.508  0.049
H 3.244 2.070 -0.286  0.079
H 2.850 2.923 3.302  0.083
H 2.519 1.278 3.882  0.081
H 1.289 2.158 2.988  0.049
O -1.224 -2.573 -0.896  0.056
C -1.663 -1.449 -1.093  -0.609
O -1.443 -0.404 -0.401  -0.124
C -2.563 -1.205 -2.291  -0.094
C -2.553 0.030 -2.934  0.011
C -3.289 0.222 -4.084  0.024
C -4.066 -0.826 -4.578  -0.167
C -4.119 -2.051 -3.911  0.010
C -3.352 -2.241 -2.783  0.001
N -4.819 -0.645 -5.771  -0.354
O -4.782 0.450 -6.325  0.057
O -5.477 -1.594 -6.192  0.052
H -1.957 0.833 -2.526  0.105
H -3.274 1.164 -4.610  0.116
H -4.758 -2.829 -4.302  0.114
H -3.348 -3.188 -2.263  0.120


DFT (ωB97M-V/def2-TZVPD) results for the molecule CH3F2N3 in a non-equilibrium geometry.

E_LUMO (eV): 0.731
Maximum force (eV Å⁻¹): 5.10
Relative energy (zero: lowest compared OMol25 entry of this formula, charge and spin) (kJ/mol): 110.2

Last column: Löwdin charge in e.
CARTESIAN COORDINATES (ANGSTROEM)
N 0.901 -1.030 0.172  0.149
C -0.152 -0.202 0.082  -0.429
N -1.433 -0.797 0.034  0.038
F -2.413 0.206 -0.019  -0.163
N 0.012 1.143 0.175  0.085
F 1.263 1.629 -0.236  -0.040
H 0.711 -2.010 0.063  0.111
H 1.819 -0.678 -0.046  0.104
H -0.707 1.739 -0.226  0.146